Record 1
Molecular formula: C39H103NO13
Method: DFT, ωB97M-V/def2-TZVPD

Calculated values
- <S²>: 0.755
- E_HOMO (alpha / beta): -11.4 / -11.4 eV
- Electronic energy: -70208.8494 eV
- LUMO level (alpha / beta): -2.022 / -7.948 eV

```
! RIJCOSX wB97M-V def2-TZVPD def2/J DEFGRID3
* xyz 1 2
C 2.18746 2.95293 0.07149
O 1.79590 1.69849 0.59562
C 1.25886 1.66242 1.92278
C 1.44683 0.23413 2.47513
N 0.62369 -0.78226 1.80615
C -0.82702 -0.56394 2.07863
C -1.64066 -1.56462 1.32481
O -1.55602 -1.51822 -0.09500
C -2.51641 -2.35354 -0.65392
H 2.94056 2.82409 -0.70591
H 2.61071 3.64977 0.79495
H 1.42648 3.43815 -0.53971
H 0.21968 1.99118 1.91319
H 1.89678 2.24168 2.59033
H 1.18476 0.11889 3.52685
H 2.51827 0.04059 2.42368
H 0.71847 -0.68759 0.80507
H -1.10805 0.44741 1.78489
H -1.06964 -0.64773 3.13798
H -2.63162 -1.32673 1.71147
H -1.42588 -2.59636 1.60323
H -2.43702 -3.42431 -0.46620
H -2.51127 -2.17776 -1.72965
H -3.51536 -1.99631 -0.40377
C -5.84311 -3.56932 -4.89080
C -4.78133 -3.94689 -3.86091
C -3.42271 -4.04314 -4.48497
O -4.84471 -3.04181 -2.80260
H -5.79085 -4.30871 -5.68997
H -5.52433 -2.62885 -5.34026
H -6.86453 -3.50018 -4.51662
H -5.12787 -4.90295 -3.46854
H -3.04769 -3.06095 -4.77270
H -3.44828 -4.77915 -5.28855
H -2.73528 -4.39911 -3.71762
H -4.77537 -2.14502 -3.13809
C 5.08708 -2.66872 0.23704
C 4.73008 -2.14748 -1.11747
C 3.38140 -1.35155 -1.23341
O 5.72219 -1.21813 -1.40154
H 4.93947 -1.98989 1.07698
H 6.15058 -2.90599 0.26477
H 4.60959 -3.62724 0.44035
H 4.78500 -2.88807 -1.91535
H 3.37134 -0.36623 -0.76743
H 2.63344 -1.96975 -0.73695
H 3.01371 -1.13927 -2.23732
H 6.43977 -1.63849 -1.88111
C 6.18956 2.54403 3.02769
C 5.08977 1.56205 2.62070
C 5.25328 1.00570 1.20524
O 5.06915 0.62867 3.63418
H 6.15699 3.38168 2.33099
H 7.16346 2.06006 2.95424
H 6.04423 2.97496 4.01829
H 4.10039 2.01943 2.61610
H 4.37439 0.41817 0.93980
H 6.07859 0.29580 1.15019
H 5.39397 1.74571 0.41741
H 5.93311 0.21233 3.67709
C -3.60999 5.91996 -1.72861
C -2.37569 6.38571 -0.95925
C -1.30160 5.22617 -0.75462
O -1.68220 7.27875 -1.77583
H -3.34326 5.31205 -2.59312
H -4.18297 6.74550 -2.15084
H -4.15890 5.24489 -1.07205
H -2.62287 6.84596 -0.00260
H -0.29514 5.56631 -0.51083
H -1.10536 4.56529 -1.59891
H -1.60900 4.57956 0.06727
H -2.23152 8.03062 -2.00940
C 4.40447 6.78577 -2.50510
C 4.27053 5.58702 -1.52958
C 5.42077 5.30117 -0.55274
O 3.11611 5.78579 -0.74922
H 4.23549 7.76354 -2.05398
H 3.76818 6.64430 -3.37873
H 5.43591 6.77572 -2.85744
H 3.96781 4.67386 -2.04204
H 5.59514 6.10802 0.15908
H 6.35706 5.31660 -1.11060
H 5.40456 4.36124 -0.00104
H 2.58858 6.50424 -1.10579
C -4.71451 1.76355 -2.66124
C -5.01758 0.27331 -2.31116
C -6.42226 0.04657 -1.63014
O -5.03036 -0.39980 -3.57836
H -3.67106 1.75565 -2.97630
H -4.75567 2.23844 -1.68099
H -5.37832 2.13625 -3.44133
H -4.22706 -0.05465 -1.63616
H -7.22834 0.36020 -2.29345
H -6.44812 0.63101 -0.71044
H -6.63158 -1.01371 -1.48838
H -5.73008 -0.08912 -4.15756
C -6.37743 -3.68438 2.58699
C -4.91360 -3.79229 2.90791
C -4.05864 -4.36958 1.75055
O -4.41203 -2.46484 3.15332
H -6.87027 -4.65607 2.55506
H -6.56084 -3.23388 1.61154
H -6.95415 -3.11196 3.31351
H -4.76193 -4.43354 3.77618
H -4.19539 -3.68373 0.91448
H -4.28231 -5.36416 1.36468
H -3.06210 -4.52664 2.16327
H -3.60898 -2.52952 3.67536
C -0.98158 -1.57513 6.17121
C -1.74128 -2.90695 6.08016
C -3.07657 -2.81040 6.74498
O -1.88200 -3.24856 4.69999
H 0.00415 -1.53691 5.70753
H -0.90891 -1.10104 7.15001
H -1.69371 -0.90384 5.69127
H -1.21149 -3.68111 6.63521
H -3.63228 -1.87497 6.67962
H -2.89501 -3.06091 7.79015
H -3.67192 -3.64569 6.37627
H -1.00500 -3.28850 4.31154
C -1.40994 -0.70468 -4.14887
C -0.25703 -0.29841 -3.26295
C -0.51780 0.82152 -2.29608
O 0.18304 -1.34567 -2.48264
H -1.24464 -1.71287 -4.52882
H -1.62423 -0.06829 -5.00746
H -2.30977 -0.77561 -3.53783
H 0.56154 -0.00931 -3.92209
H 0.28912 0.98108 -1.58087
H -1.37717 0.72926 -1.63195
H -0.58248 1.70492 -2.93131
H -0.37918 -1.33662 -1.70455
C 1.47029 -4.47746 5.26531
C 1.74846 -3.64828 3.97908
C 2.33987 -4.44293 2.86113
O 0.48368 -3.25073 3.44295
H 1.26929 -3.71313 6.01599
H 2.37705 -4.99792 5.57354
H 0.68877 -5.22863 5.15090
H 2.35199 -2.76504 4.18824
H 2.25318 -3.91898 1.90927
H 1.86527 -5.38736 2.59482
H 3.34652 -4.79116 3.09244
H 0.68733 -2.59245 2.77452
C 4.83673 1.53903 -3.13362
C 3.76226 1.67068 -4.21966
C 2.58747 2.40488 -3.64369
O 4.25204 2.36603 -5.34509
H 5.25126 2.52694 -2.93284
H 5.67589 0.92349 -3.45766
H 4.49011 1.06624 -2.21469
H 3.37388 0.68968 -4.49332
H 2.87912 3.41990 -3.37392
H 2.38621 1.86123 -2.72063
H 1.66925 2.29361 -4.22041
H 3.49067 2.72391 -5.80750
*
```

***

Record 2
Molecular formula: C8H9NO3
Method: DFT, ωB97M-V/def2-TZVPD

Calculated values
- E_HOMO: -7.9 eV
- Electronic energy: -16072.3361 eV
- LUMO level: 0.679 eV

```
! RIJCOSX wB97M-V def2-TZVPD def2/J DEFGRID3
* xyz 0 1
C -1.27123 1.85247 -0.99529
C -1.26173 1.80561 0.41796
C -0.95022 0.79279 -1.81378
C -0.55685 0.79615 1.01228
C -0.39259 -0.27508 -1.20436
C -0.22485 -0.27687 0.17451
C 3.02010 2.02014 -0.83792
C -0.38770 -2.35809 1.66518
N 0.40886 -1.42855 0.74216
O 2.82340 3.14978 -0.87353
O 3.25584 0.91647 -1.00655
O 1.16784 -2.14447 -0.21025
H -1.87788 2.55230 -1.42864
H -1.83401 2.51813 0.95009
H -1.27617 0.70374 -2.83753
H -0.55510 0.61514 2.07643
H -0.27514 -1.13662 -1.81370
H -1.19911 -1.74653 1.96177
H -0.76218 -3.26630 1.19327
H 0.23924 -2.59111 2.44502
H 1.90947 -2.49910 0.38289
*
```

***

Record 3
Molecular formula: C7H8FN
Method: DFT, ωB97M-V/def2-TZVPD

Calculated values
- E_HOMO: -7.1 eV
- Electronic energy: -11593.9706 eV
- LUMO level: 0.627 eV

```
! RIJCOSX wB97M-V def2-TZVPD def2/J DEFGRID3
* xyz 0 1
C 1.11146 0.73142 -0.11644
C 1.00707 -0.66535 -0.04472
C -0.23987 1.24821 0.05145
C -1.11545 0.11138 -0.08007
C -0.59478 2.51521 -0.02472
C -2.45812 0.04048 -0.00178
C 1.99916 -1.75674 0.05661
N -0.28603 -0.99108 -0.13459
F -3.09635 -1.16572 -0.04843
H 1.91924 1.39191 -0.34811
H -1.63935 2.82838 0.00658
H 0.27149 3.21609 -0.03940
H -3.10806 0.80122 0.29728
H 1.93076 -2.49679 0.83760
H 3.11923 -1.59599 0.21194
H 1.84677 -2.35433 -0.80018
H -0.66719 -1.85830 0.17698
*
```

***

Record 4
Molecular formula: C22H11Br2Cl5NOYb
Method: DFT, ωB97M-V/def2-TZVPD

Calculated values
- <S²>: 0.751
- E_HOMO (alpha / beta): -8.3 / -8.3 eV
- Electronic energy: -260757.9147 eV
- LUMO level (alpha / beta): -0.758 / -0.757 eV

```
! RIJCOSX wB97M-V def2-TZVPD def2/J DEFGRID3
* xyz 0 2
Yb -0.13070 0.47100 0.12410
C -2.24420 -0.31070 3.16260
C -0.77800 -0.28020 3.44980
C -0.29950 -0.26800 4.77290
C 1.04550 -0.18450 5.00840
C 1.95100 -0.16780 3.92910
C 3.35280 -0.10340 4.05540
Br 4.14180 -0.01680 5.78050
C 4.16450 -0.09180 2.94930
C 3.60680 -0.15750 1.67700
Br 4.74300 -0.17180 0.15710
C 2.23050 -0.22560 1.44440
O 1.72140 -0.30130 0.25660
C 1.39300 -0.21210 2.62120
N 0.04760 -0.24040 2.41630
H -2.80890 -0.47290 4.07590
H -2.47650 -1.10110 2.44830
H -2.55490 0.63820 2.72210
H -1.00010 -0.30710 5.59490
H 1.42020 -0.13180 6.02180
H 5.23850 -0.03220 3.05580
C -5.19980 -0.10800 -0.14350
C -4.52920 -1.29360 -0.37300
C -3.14530 -1.30990 -0.47520
C -2.34890 -0.15050 -0.37110
C -3.09620 1.04250 -0.17300
C -4.47660 1.06650 -0.05440
H -6.27480 -0.09490 -0.04040
H -5.08690 -2.21620 -0.45550
H -2.66700 -2.26890 -0.64900
H -2.57630 2.01010 -0.11930
H -4.98610 2.00540 0.12050
Cl 0.21300 3.06470 2.93980
C 0.19580 3.72320 1.33820
C 0.22460 2.77000 0.32390
C 0.18690 3.29430 -0.97160
Cl 0.22380 2.07500 -2.21890
C 0.10130 4.64900 -1.26660
Cl 0.00620 5.21920 -2.88170
C 0.07120 5.55140 -0.19870
Cl -0.06330 7.23150 -0.51270
C 0.13330 5.09530 1.11880
Cl 0.10510 6.21520 2.41610
*
```